[1]
This record from the Open Molecules 2025 dataset describes one molecule with the formula C10H9ClN2OS. The level of theory is ωB97M-V/def2-TZVPD.

Each line ends with the Löwdin charge.
Geometry (Å):
C  -2.000  0.189  2.109  -0.102
C  -2.161  -1.061  1.593  -0.089
C  -1.421  1.235  1.407  -0.103
C  -1.488  -1.352  0.437  -0.009
C  -0.789  1.010  0.223  -0.018
C  -0.794  -0.334  -0.294  -0.185
C  -0.929  -0.894  -2.678  -0.122
C  1.222  1.389  -3.687  -0.865
C  1.121  -0.218  -1.790  -0.559
C  3.228  0.718  -1.021  -0.147
N  1.870  0.296  -0.930  -0.010
N  -0.242  -0.546  -1.577  -0.073
O  -2.197  -1.201  -2.360  0.023
S  1.620  -0.251  -3.586  0.854
Cl  1.515  2.064  -5.275  0.457
H  -2.713  0.461  2.880  0.105
H  -2.748  -1.710  2.116  0.080
H  -1.535  2.308  1.742  0.126
H  -1.210  -2.375  0.217  0.119
H  -0.017  1.780  -0.185  0.146
H  3.752  0.347  -1.976  0.070
H  3.771  0.506  -0.035  0.099
H  3.243  1.830  -1.280  0.099
H  -2.691  -1.368  -3.172  0.102

Net charge = 0
Total energy = -38895.467 eV
HOMO-LUMO gap = 8.38 eV
Lowest unoccupied orbital energy = -0.22 eV
Multiplicity = 1
E_HOMO = -8.6 eV
Energy relative to the best compared isomer or geometry (same formula, charge and spin) = 587.4 kJ/mol
Max |F| = 3.12 eV Å⁻¹



[2]
This record from the Open Molecules 2025 dataset describes one molecule with the formula C10H9I. The level of theory is ωB97M-V/def2-TZVPD.

Each line ends with the Löwdin charge.
Geometry (Å):
C  1.870  1.821  -0.693  -0.085
C  1.392  2.548  0.347  -0.092
C  1.103  0.736  -1.221  -0.013
C  0.155  2.300  0.978  -0.058
C  -0.139  0.539  -0.687  -0.218
C  -0.597  1.345  0.404  0.053
C  -0.638  -1.905  -0.060  -0.085
C  -1.776  -1.589  0.967  -0.172
C  -1.001  -0.640  -0.900  -0.271
C  -2.077  -0.299  0.121  -0.755
I  -3.987  0.526  -0.002  0.836
H  2.824  2.045  -1.116  0.095
H  2.131  3.200  0.659  0.079
H  1.648  0.179  -1.968  0.112
H  -0.270  2.725  1.816  0.080
H  0.272  -1.782  0.411  0.086
H  -0.651  -2.826  -0.476  0.072
H  -2.553  -2.350  0.963  0.091
H  -1.556  -1.232  2.007  0.115
H  -1.365  -0.746  -1.881  0.128

Net charge = 0
Total energy = -18609.851 eV
HOMO-LUMO gap (spin up / spin down) = 7.36 / 7.72 eV
Lowest unoccupied orbital energy (spin up / spin down) = 0.65 / -1.43 eV
Multiplicity = 3
E_HOMO (spin up / spin down) = -6.7 / -9.2 eV
Energy relative to the best compared isomer or geometry (same formula, charge and spin) = 0.0 kJ/mol
Max |F| = 5.16 eV Å⁻¹



[3]
This record from the Open Molecules 2025 dataset describes one molecule with the formula C10H9N. The level of theory is ωB97M-V/def2-TZVPD.

Each line ends with the Löwdin charge.
Geometry (Å):
C  1.239  -0.435  2.120  -0.100
C  1.676  -0.423  0.854  -0.036
C  0.569  -0.013  -0.049  -0.329
C  0.628  1.328  -0.737  -0.030
C  -0.529  1.523  -1.347  -0.061
C  -1.495  0.408  -1.108  -0.196
C  -1.172  -0.763  -1.844  -0.018
C  0.268  -0.969  -1.356  -0.089
C  -1.799  0.329  0.358  0.012
C  -0.598  0.157  0.977  -0.196
N  -0.095  -0.067  2.220  0.067
H  1.779  -0.680  3.016  0.112
H  2.674  -0.645  0.531  0.101
H  1.497  1.961  -0.719  0.114
H  -0.812  2.362  -1.960  0.108
H  -1.835  -1.613  -1.723  0.083
H  1.069  -0.761  -2.067  0.106
H  0.336  -2.016  -1.057  0.112
H  -2.769  0.387  0.819  0.090
H  -0.630  -0.068  3.071  0.149

Net charge = 0
SMILES = C1=C[C@@]23C=CC(=CC2)C=C3N1
Total energy = -12000.409 eV
HOMO-LUMO gap (spin up / spin down) = 7.94 / 7.64 eV
Lowest unoccupied orbital energy (spin up / spin down) = 0.53 / 0.33 eV
Multiplicity = 1
E_HOMO (spin up / spin down) = -7.4 / -7.3 eV
Energy relative to the best compared isomer or geometry (same formula, charge and spin) = 558.8 kJ/mol
Max |F| = 3.33 eV Å⁻¹



[4]
This record from the Open Molecules 2025 dataset describes a 2-piece molecular cluster, C10H9N3O overall. The level of theory is ωB97M-V/def2-TZVPD.

Each line ends with the Löwdin charge.
Geometry (Å):
C  1.343  2.734  -0.084  -0.021
C  0.980  1.638  -0.473  -0.008
C  0.655  -0.495  1.661  -0.141
C  -1.637  -3.469  0.945  -0.247
C  -0.194  -1.466  -1.759  0.005
C  0.334  -0.201  -1.873  -0.027
C  -0.325  -1.810  -0.319  -0.228
C  0.231  -0.581  0.267  -0.120
C  1.997  4.032  0.130  -0.069
C  -1.734  -2.339  0.081  -0.104
N  0.799  -0.341  2.808  0.185
N  -1.769  -4.238  1.743  0.169
N  0.522  0.390  -0.669  -0.037
O  -1.641  0.355  1.192  -0.194
H  -0.349  -2.072  -2.559  0.083
H  0.388  0.410  -2.793  0.149
H  0.461  -2.552  -0.121  0.174
H  2.595  4.114  0.921  0.024
H  2.382  4.262  -0.934  0.124
H  1.076  4.690  0.231  0.105
H  -2.284  -2.446  -0.810  0.106
H  -2.434  -1.592  0.610  0.150
H  -1.397  0.979  1.806  -0.080

Net charge = 0
Total energy = -17026.094 eV
HOMO-LUMO gap (spin up / spin down) = 6.89 / 7.76 eV
Lowest unoccupied orbital energy (spin up / spin down) = -1.29 / -1.34 eV
Multiplicity = 1
E_HOMO (spin up / spin down) = -8.2 / -9.1 eV
Energy relative to the best compared isomer or geometry (same formula, charge and spin) = 721.0 kJ/mol
Max |F| = 7.36 eV Å⁻¹



[5]
This record from the Open Molecules 2025 dataset describes one molecule with the formula C10H9N3O2. The level of theory is ωB97M-V/def2-TZVPD.

Each line ends with the Löwdin charge.
Geometry (Å):
O  -2.031  -2.924  -0.886  0.083
N  -2.438  -1.767  -0.768  -0.353
O  -2.337  -0.904  -1.607  0.105
C  -2.872  -1.416  0.537  -0.050
N  -3.348  -0.313  0.897  0.143
C  -3.564  0.811  0.268  -0.159
C  -2.634  1.821  0.007  -0.046
C  -1.184  1.523  -0.099  -0.135
N  -0.840  0.350  0.242  0.079
C  0.445  -0.135  0.048  -0.261
C  1.141  0.048  -1.136  -0.001
C  2.484  -0.456  -1.237  -0.064
C  3.170  -0.965  -0.167  -0.092
C  2.470  -1.045  1.030  -0.108
C  1.197  -0.661  1.124  -0.048
H  -2.641  -2.153  1.166  0.101
H  -4.612  1.205  0.263  0.135
H  -2.853  2.834  -0.390  0.099
H  -0.643  2.366  -0.431  0.107
H  0.571  0.559  -1.855  0.090
H  3.103  -0.357  -2.119  0.098
H  4.152  -1.312  -0.171  0.084
H  2.836  -1.356  2.008  0.112
H  0.875  -0.723  2.090  0.079

Net charge = 0
SMILES = O=[N+]([O-])\C=N/C=C\C=N\c1ccccc1
Total energy = -19074.959 eV
HOMO-LUMO gap = 7.13 eV
Lowest unoccupied orbital energy = -1.24 eV
Multiplicity = 1
E_HOMO = -8.4 eV
Energy relative to the best compared isomer or geometry (same formula, charge and spin) = 566.0 kJ/mol
Max |F| = 6.29 eV Å⁻¹



[6]
This record from the Open Molecules 2025 dataset describes an isolated ion of composition C10H9O and charge +1. The level of theory is ωB97M-V/def2-TZVPD.

Each line ends with the Löwdin charge.
Geometry (Å):
C  2.189  -0.503  0.760  0.000
C  1.341  -1.554  0.414  0.029
C  1.818  0.830  0.636  -0.021
C  0.094  -1.185  -0.090  -0.117
C  0.616  1.290  0.201  -0.171
C  -0.260  0.190  -0.171  -0.079
C  -0.878  -2.131  -0.474  0.077
C  -2.149  -1.785  -0.797  0.054
C  -2.418  -0.432  -0.586  -0.005
C  0.193  2.713  0.232  -0.014
O  -1.540  0.454  -0.396  0.167
H  3.266  -0.560  1.068  0.144
H  1.569  -2.544  0.219  0.108
H  2.539  1.532  0.816  0.106
H  -0.649  -3.112  -0.595  0.114
H  -2.876  -2.440  -1.197  0.130
H  -3.358  -0.050  -0.612  0.132
H  0.599  3.152  1.204  0.121
H  0.757  3.166  -0.708  0.146
H  -0.853  2.971  0.077  0.079

Net charge = +1
Total energy = -12555.083 eV
HOMO-LUMO gap = 8.03 eV
Lowest unoccupied orbital energy = -5.29 eV
Multiplicity = 1
E_HOMO = -13.3 eV
Energy relative to the best compared isomer or geometry (same formula, charge and spin) = 0.0 kJ/mol
Max |F| = 3.76 eV Å⁻¹



[7]
This record from the Open Molecules 2025 dataset describes one molecule with the formula C10H9OP. The level of theory is ωB97M-V/def2-TZVPD.

Each line ends with the Löwdin charge.
Geometry (Å):
C  1.211  1.366  -2.555  -0.063
C  1.173  1.563  -1.145  -0.099
C  0.658  0.196  -3.142  -0.121
C  0.542  0.661  -0.349  -0.116
C  0.095  -0.790  -2.377  -0.103
C  -0.153  -0.427  -0.975  -0.338
C  -2.073  -0.406  1.088  -0.722
C  -2.682  0.821  0.644  0.063
C  -1.377  -0.678  2.353  -0.182
C  -0.402  -1.709  1.721  -0.256
O  -3.480  -0.150  0.880  0.031
P  -1.283  -1.520  0.022  1.066
H  1.834  1.987  -3.247  0.110
H  1.705  2.303  -0.527  0.112
H  0.910  -0.045  -4.183  0.106
H  0.481  1.002  0.670  0.100
H  -0.477  -1.630  -2.818  0.099
H  -0.830  0.165  2.611  0.086
H  -2.034  -1.029  3.089  0.105
H  0.702  -1.496  1.683  0.096
H  -0.551  -2.658  2.096  0.026

Net charge = 0
Total energy = -21846.783 eV
HOMO-LUMO gap = 9.07 eV
Lowest unoccupied orbital energy = 0.38 eV
Multiplicity = 1
E_HOMO = -8.7 eV
Energy relative to the best compared isomer or geometry (same formula, charge and spin) = 181.6 kJ/mol
Max |F| = 4.04 eV Å⁻¹



[8]
This record from the Open Molecules 2025 dataset describes one molecule with the formula C11H10BrClFN. The level of theory is ωB97M-V/def2-TZVPD.

Each line ends with the Löwdin charge.
Geometry (Å):
C  -4.585  0.629  -0.187  -0.119
C  -3.184  0.911  0.246  -0.157
C  -2.339  -0.124  0.438  -0.633
Cl  -2.726  -1.828  0.141  0.674
C  -0.930  -0.016  0.727  -0.184
C  -0.066  0.956  0.313  -0.662
Br  -0.358  2.411  -0.802  0.846
C  1.420  0.687  0.701  -0.222
C  2.010  1.320  1.747  -0.057
F  3.328  1.102  1.938  0.007
N  2.081  -0.309  -0.046  -0.064
C  3.318  -0.859  0.085  -0.094
C  3.574  -1.694  -0.996  -0.091
C  2.457  -1.605  -1.842  -0.086
C  1.578  -0.770  -1.214  -0.112
H  -5.317  0.477  0.713  0.119
H  -4.633  -0.259  -0.829  0.050
H  -5.159  1.401  -0.665  0.056
H  -2.814  1.859  0.220  0.031
H  -0.375  -0.799  1.245  0.121
H  1.419  1.946  2.318  0.099
H  3.948  -0.487  1.005  0.152
H  4.549  -2.294  -1.116  0.125
H  2.324  -2.120  -2.705  0.063
H  0.481  -0.534  -1.431  0.137

Net charge = 0
SMILES = C/C=C(Cl)/C=C(Br)/C(=C/F)n1cccc1
Total energy = -98338.214 eV
HOMO-LUMO gap = 8.33 eV
Lowest unoccupied orbital energy = 0.06 eV
Multiplicity = 1
E_HOMO = -8.3 eV
Energy relative to the best compared isomer or geometry (same formula, charge and spin) = 0.0 kJ/mol
Max |F| = 4.33 eV Å⁻¹



[9]
This record from the Open Molecules 2025 dataset describes C11H10BrNOZr as an isolated structure. The level of theory is ωB97M-V/def2-TZVPD.

Each line ends with the Löwdin charge.
Geometry (Å):
C  1.234  -0.816  1.007  -0.336
C  0.702  -0.359  2.272  -0.377
C  -0.049  -1.452  2.846  -0.098
H  0.869  0.611  2.767  0.040
C  -0.048  -2.532  1.932  -0.077
C  0.654  -2.107  0.755  -0.127
H  0.768  -2.653  -0.192  0.115
H  2.069  -0.355  0.462  0.122
H  -0.487  -1.387  3.827  0.110
H  -0.440  -3.538  2.138  0.113
Zr  -0.698  0.318  0.586  1.410
Br  0.373  2.506  1.185  0.201
C  -0.776  1.286  -2.775  -0.222
C  -0.365  0.012  -3.258  -0.191
C  1.038  -0.111  -3.038  -0.183
H  -1.005  -0.734  -3.728  0.071
C  1.489  1.088  -2.420  -0.192
C  0.370  1.947  -2.254  -0.261
H  0.402  2.968  -1.873  0.061
H  -1.776  1.710  -2.851  0.071
H  1.655  -0.969  -3.303  0.075
H  2.519  1.326  -2.160  0.081
O  -3.352  1.727  3.571  0.127
C  -2.827  1.053  2.728  -0.398
N  -2.319  0.459  1.777  -0.135

Net charge = 0
Total energy = -86428.487 eV
HOMO-LUMO gap = 5.62 eV
Lowest unoccupied orbital energy = -1.57 eV
Multiplicity = 1
E_HOMO = -7.2 eV
Max |F| = 3.65 eV Å⁻¹



[10]
This record from the Open Molecules 2025 dataset describes C11H10BrNV as an isolated structure. The level of theory is ωB97M-V/def2-TZVPD.

Each line ends with the Löwdin charge.
Geometry (Å):
C  1.803  -0.439  1.091  -0.257
C  2.339  0.267  2.231  -0.221
C  1.680  -0.231  3.401  -0.223
H  3.094  1.057  2.193  0.105
C  0.739  -1.230  2.999  -0.226
C  0.811  -1.354  1.578  -0.236
H  0.209  -2.025  0.988  0.109
H  2.081  -0.309  0.051  0.104
H  1.852  0.056  4.435  0.098
H  0.106  -1.814  3.640  0.092
V  0.322  0.548  2.011  0.273
Br  -0.425  1.795  -0.032  0.075
C  -2.205  0.517  -2.792  -0.264
C  -2.117  -0.908  -2.763  -0.239
C  -0.808  -1.279  -3.201  -0.246
H  -2.915  -1.592  -2.478  0.034
C  -0.089  -0.083  -3.510  -0.242
C  -0.950  1.028  -3.253  -0.292
H  -0.703  2.077  -3.395  0.042
H  -3.075  1.112  -2.525  0.045
H  -0.432  -2.297  -3.302  0.030
H  0.928  -0.026  -3.893  0.035
N  -1.404  2.991  3.551  -0.131
C  -0.840  2.139  2.973  -0.465

Net charge = -2
Total energy = -108788.137 eV
HOMO-LUMO gap (spin up / spin down) = 5.04 / 5.02 eV
Lowest unoccupied orbital energy (spin up / spin down) = 5.31 / 5.29 eV
Multiplicity = 4
E_HOMO (spin up / spin down) = 0.3 / 0.3 eV
Energy relative to the best compared isomer or geometry (same formula, charge and spin) = 0.0 kJ/mol
Max |F| = 7.75 eV Å⁻¹